{"formula": "C34H54FSi", "method": "the ωB97M-V functional and the def2-TZVPD basis", "charge": 1, "homo_energy_ev": -11.28, "gap_ev": 5.2, "de_lowest_ev": 0.000, "elements": ["C", "C", "C", "C", "C", "C", "Si", "C", "C", "C", "C", "C", "C", "C", "C", "C", "C", "C", "C", "C", "C", "C", "H", "H", "H", "H", "H", "H", "H", "H", "H", "H", "H", "H", "H", "H", "H", "H", "H", "H", "H", "H", "H", "H", "H", "H", "H", "H", "H", "H", "H", "H", "H", "H", "H", "H", "H", "H", "H", "H", "H", "H", "H", "H", "H", "H", "F", "C", "C", "C", "C", "C", "C", "C", "C", "C", "C", "C", "C", "C", "H", "H", "H", "H", "H", "H", "H", "H", "H", "H"], "positions_angstrom": [[5.38, 3.53, 4.12], [4.47, 2.69, 5.01], [3.35, 1.98, 4.25], [3.83, 0.96, 3.22], [2.71, 0.30, 2.42], [1.75, -0.54, 3.27], [0.33, -1.29, 2.29], [-0.78, -2.27, 3.46], [-0.05, -3.20, 4.44], [-0.98, -3.97, 5.40], [-2.11, -4.75, 4.73], [-1.66, -5.75, 3.67], [-2.83, -6.44, 2.99], [-0.73, 0.06, 1.51], [-1.32, 1.08, 2.51], [-2.85, 1.06, 2.51], [-3.45, 2.07, 3.48], [-4.97, 2.09, 3.47], [-5.55, 3.08, 4.47], [1.09, -2.34, 0.92], [0.68, -1.81, -0.42], [1.49, -1.69, -1.50], [6.11, 4.07, 4.73], [5.93, 2.91, 3.41], [4.81, 4.27, 3.55], [5.06, 1.95, 5.55], [4.00, 3.34, 5.76], [2.69, 1.48, 4.98], [2.73, 2.73, 3.73], [4.52, 1.45, 2.52], [4.41, 0.18, 3.74], [2.15, 1.09, 1.88], [3.17, -0.33, 1.64], [2.29, -1.37, 3.74], [1.31, 0.06, 4.08], [-1.39, -1.55, 4.03], [-1.48, -2.84, 2.84], [0.57, -3.93, 3.88], [0.66, -2.62, 5.05], [-0.36, -4.66, 5.99], [-1.42, -3.26, 6.10], [-2.66, -5.30, 5.51], [-2.83, -4.05, 4.28], [-1.04, -5.24, 2.92], [-1.02, -6.50, 4.15], [-2.47, -7.14, 2.23], [-3.44, -7.00, 3.71], [-3.48, -5.71, 2.49], [-0.10, 0.58, 0.77], [-1.53, -0.44, 0.94], [-0.96, 0.90, 3.53], [-0.98, 2.09, 2.23], [-3.22, 1.26, 1.49], [-3.21, 0.05, 2.77], [-3.09, 1.85, 4.50], [-3.07, 3.07, 3.23], [-5.32, 2.33, 2.46], [-5.34, 1.08, 3.70], [-6.64, 3.08, 4.42], [-5.25, 2.82, 5.50], [-5.20, 4.10, 4.27], [2.19, -2.35, 1.03], [0.73, -3.37, 1.10], [-0.39, -1.54, -0.51], [1.02, -1.79, -2.48], [2.57, -1.65, -1.38], [7.30, 0.44, -5.93], [6.34, -0.40, -5.42], [6.54, -1.77, -5.53], [5.54, -2.61, -5.03], [4.38, -2.09, -4.48], [4.15, -0.67, -4.37], [2.90, -0.27, -3.82], [2.30, 1.02, -3.75], [0.98, 1.11, -3.21], [0.30, 2.32, -3.12], [0.92, 3.51, -3.54], [2.22, 3.45, -4.07], [2.88, 2.24, -4.21], [5.22, 0.17, -4.82], [7.45, -2.16, -5.97], [5.67, -3.69, -5.08], [3.60, -2.75, -4.10], [2.24, -1.11, -3.62], [0.50, 0.19, -2.87], [-0.71, 2.34, -2.71], [0.40, 4.46, -3.46], [2.71, 4.37, -4.40], [3.85, 2.23, -4.69], [5.19, 1.25, -4.70]]}